{
  "formula": "C6H10NO",
  "method": "ωB97M-V/def2-TZVPD",
  "species": ["H", "H", "H", "N", "C", "H", "H", "C", "H", "C", "H", "H", "C", "C", "O", "H", "C", "H"],
  "coordinates": [[0.063, -2.246, -0.704], [1.161, 0.376, -0.819], [-2.834, 1.621, -0.684], [-0.245, 2.155, -0.133], [1.244, -1.460, 0.878], [0.430, 0.871, 1.415], [-2.582, -0.068, -1.286], [-2.125, 0.845, -0.945], [0.485, -0.513, -2.043], [0.044, -1.335, -0.114], [-0.867, -1.259, 0.490], [2.228, -1.281, 0.336], [0.378, 1.892, 0.961], [-0.811, 0.988, -0.790], [1.065, -0.765, 2.038], [1.320, -2.519, 1.130], [0.201, -0.092, -1.086], [0.844, 2.791, 1.358]],
  "forces_ev_per_a": [[-0.4, -0.3, -0.3], [-0.2, -0.2, 0.1], [0.2, 0.1, 0.2], [-0.2, -1.0, -0.3], [-0.4, 0.1, 1.0], [0.5, 0.3, 0.3], [0.2, -0.2, -0.3], [-0.3, 0.4, -0.1], [-1.2, 0.5, -0.9], [1.2, 0.6, -0.1], [0.2, -0.1, -0.2], [-0.5, 0.3, -0.1], [-1.0, 0.6, -1.1], [0.1, 0.1, 0.0], [0.2, 0.5, -0.6], [0.0, -1.0, -0.1], [1.3, -0.5, 1.8], [0.2, -0.2, 0.6]],
  "nbo_charge": [0.17, 0.21, 0.19, -0.47, -0.02, 0.27, 0.19, -0.49, 0.22, -0.42, 0.21, 0.07, -0.08, 0.19, -0.96, 0.09, -0.49, 0.14],
  "total_charge": -1,
  "total_energy_ha": -364.5368,
  "multiplicity": 1,
  "smiles": "C=NC(=C)CCC[O-]"
}



{
  "formula": "C40H59InNO5Si4",
  "method": "ωB97M-V/def2-TZVPD",
  "species": ["H", "H", "C", "C", "C", "C", "H", "H", "C", "O", "C", "H", "H", "C", "H", "C", "H", "C", "H", "C", "H", "H", "C", "C", "H", "H", "H", "C", "In", "H", "H", "Si", "Si", "H", "O", "H", "H", "H", "H", "H", "C", "H", "H", "C", "H", "H", "H", "H", "H", "C", "C", "H", "H", "C", "H", "H", "H", "H", "H", "H", "H", "C", "H", "H", "C", "C", "H", "O", "H", "H", "H", "H", "C", "Si", "H", "H", "H", "H", "C", "C", "H", "H", "H", "H", "C", "H", "C", "H", "C", "C", "C", "C", "C", "N", "C", "H", "C", "C", "C", "H", "C", "C", "C", "O", "O", "C", "H", "Si", "H", "C"],
  "coordinates": [[-1.510, 1.584, -4.529], [3.505, -2.355, -3.293], [2.040, 2.672, -2.506], [-2.821, 2.434, 4.593], [-2.505, 2.865, -3.105], [1.432, -3.149, 0.354], [0.663, -2.533, -2.797], [0.008, -0.486, 4.622], [-2.857, -2.249, -1.337], [1.017, -2.263, 1.369], [-2.337, 2.096, -0.831], [-4.832, 1.391, 2.159], [1.779, 0.423, 1.726], [-1.816, -3.367, -1.358], [-0.916, -3.505, 3.832], [-0.640, -3.444, 2.768], [5.748, -1.964, 1.071], [1.387, -0.464, -5.941], [1.940, -2.504, -0.367], [0.752, -2.807, 2.636], [-1.624, -3.658, -2.402], [-4.493, -2.959, 0.513], [4.196, -1.217, -0.199], [-3.262, -0.480, 3.993], [1.195, 4.311, 3.445], [-4.143, -0.289, 3.395], [1.904, 4.752, -2.981], [3.910, 4.170, -2.499], [-0.684, -0.317, 0.546], [5.365, -3.850, -2.737], [5.792, 3.292, -1.990], [0.322, 2.389, 2.133], [2.113, -0.113, -1.838], [4.320, 5.157, -2.642], [-0.650, -2.866, -0.751], [-3.583, -0.541, 5.028], [-5.170, 2.045, 0.577], [-2.186, -4.251, -0.817], [0.119, 3.394, 4.471], [-0.164, 3.802, 0.080], [2.852, 1.615, -2.121], [-2.510, -1.442, -1.985], [-0.636, -4.466, 2.362], [0.858, -1.947, -3.683], [1.745, 0.745, 3.462], [0.693, -4.369, -1.251], [-4.455, 0.453, 0.716], [-0.957, 0.065, 5.971], [-3.301, -3.580, 2.680], [3.984, -2.266, -2.329], [4.207, 1.855, -1.945], [-2.549, -4.242, 1.218], [4.859, 1.039, -1.667], [-1.770, 1.756, -3.496], [-2.853, 3.585, -3.833], [2.203, 0.990, -4.612], [-3.355, 3.884, -1.423], [-3.224, 4.240, 2.485], [-3.783, 2.614, 4.124], [0.057, -3.423, -5.014], [0.169, 1.159, 5.203], [-2.786, 3.032, -1.758], [-3.821, -2.627, -1.701], [-2.237, 3.341, 4.510], [-2.927, 4.103, 1.452], [3.538, -1.307, -1.424], [0.810, -1.956, 3.320], [-3.011, -1.639, -0.073], [2.141, -3.886, 0.754], [2.712, 1.747, 2.400], [6.494, -3.670, -0.556], [1.601, 0.121, -6.825], [-1.371, 0.859, -2.517], [-2.722, 2.245, 1.041], [-3.712, 4.540, 0.842], [0.984, 2.493, -2.668], [1.523, 3.880, 0.542], [-3.006, 2.263, 5.649], [-1.356, 1.414, 2.086], [5.671, -3.010, -0.796], [-2.858, -1.444, 3.718], [-0.532, 4.483, 3.265], [3.868, -0.476, 0.515], [-4.055, -1.623, 1.622], [5.250, -2.056, 0.115], [-2.023, 4.679, 1.291], [0.520, -2.448, -4.928], [-0.201, -4.606, 0.271], [-4.458, 1.451, 1.144], [5.036, -3.111, -2.020], [-3.663, -2.379, 0.938], [0.793, -1.708, -6.066], [-2.764, -3.312, 1.758], [-1.663, 1.029, -1.239], [2.557, 3.942, -2.692], [1.519, -3.541, 2.907], [4.736, 3.120, -2.134], [1.473, -0.707, -3.535], [1.722, 0.026, -4.692], [0.556, -2.102, -7.044], [1.773, 1.207, 2.481], [-0.541, 0.363, 5.013], [0.256, 3.767, 3.464], [1.051, 0.027, -0.664], [-1.563, -2.646, 2.063], [0.282, -3.852, -0.370], [-0.772, -0.008, -2.760], [-1.956, 0.898, 3.847], [0.914, 2.457, -0.265], [0.665, 3.219, 0.465]],
  "forces_ev_per_a": [[0.1, 0.0, 0.0], [0.0, 0.0, -0.1], [-0.1, 0.1, -0.1], [0.4, -0.6, -0.3], [0.0, -0.1, 0.1], [0.0, -0.2, -0.8], [-0.1, -0.2, 0.1], [0.1, -0.2, -0.1], [0.3, -0.3, -0.4], [-0.5, 0.6, 0.0], [-0.3, 0.6, 0.6], [-0.1, 0.0, 0.2], [0.2, -0.2, -0.1], [-0.5, 0.0, 0.0], [0.1, 0.0, -0.1], [0.4, -0.2, 0.0], [0.0, 0.0, 0.1], [0.0, 0.0, -0.3], [0.0, -0.4, 0.2], [-0.4, 0.0, 0.6], [0.0, 0.0, 0.1], [0.0, 0.1, 0.1], [-0.1, 0.1, 0.1], [0.5, 0.4, -0.3], [0.3, 0.1, -0.1], [-0.2, 0.1, -0.2], [-0.1, 0.1, -0.1], [0.0, -0.1, 0.0], [0.6, 1.0, -0.5], [0.0, 0.0, -0.1], [0.1, 0.0, 0.0], [0.1, 0.5, 0.2], [1.2, 0.3, -1.1], [0.1, 0.1, 0.0], [0.0, 0.5, 0.1], [0.0, 0.1, 0.3], [0.0, 0.2, -0.1], [0.1, 0.1, -0.1], [0.0, -0.1, 0.3], [-0.2, 0.1, 0.0], [-0.2, -0.9, 0.1], [-0.2, -0.1, -0.1], [-0.1, 0.1, 0.0], [0.0, 0.0, 0.1], [-0.1, 0.0, 0.2], [-0.1, 0.1, 0.1], [0.0, -0.2, -0.1], [-0.2, 0.0, 0.2], [0.0, 0.0, -0.1], [-0.1, 0.1, -0.2], [0.2, 0.0, 0.0], [0.1, 0.0, 0.1], [0.1, 0.0, 0.0], [-0.1, 0.0, 0.1], [0.0, 0.0, 0.0], [0.1, 0.1, 0.0], [0.0, 0.1, 0.1], [0.0, 0.0, 0.2], [-0.2, 0.0, -0.1], [0.0, 0.0, 0.0], [0.2, 0.2, 0.0], [0.0, 0.0, -0.1], [0.1, 0.1, 0.0], [0.2, 0.2, 0.0], [0.2, -0.8, -0.2], [-0.4, 0.4, -0.2], [0.1, -0.1, 0.0], [0.6, 0.3, 0.2], [-0.1, 0.1, -0.1], [0.2, 0.1, -0.1], [0.0, 0.0, 0.0], [0.0, 0.0, 0.0], [0.2, -0.1, -0.7], [-0.5, 0.4, 0.4], [-0.2, 0.0, -0.2], [-0.1, 0.1, 0.0], [0.2, 0.1, 0.1], [0.0, -0.1, 0.2], [0.2, -1.2, -0.8], [0.1, -0.1, 0.0], [0.1, -0.3, -0.1], [-0.2, 0.1, -0.1], [0.0, 0.1, 0.2], [-0.1, -0.1, -0.1], [0.0, 0.0, 0.2], [0.2, 0.1, -0.1], [-0.1, -0.2, 0.0], [0.0, 0.1, -0.2], [0.7, 0.2, 0.1], [0.1, -0.2, 0.0], [-0.1, -0.1, 0.6], [0.0, 0.0, -0.1], [-0.3, 0.0, -0.3], [0.5, -0.9, 0.8], [-0.1, 0.1, 0.0], [-0.1, 0.1, 0.0], [0.1, 0.2, 0.1], [0.1, 0.2, 0.5], [0.1, 0.2, 0.1], [-0.1, 0.0, -0.1], [-0.6, 0.3, -0.1], [-0.4, 0.3, -0.6], [0.0, -0.7, -0.5], [-2.0, -0.7, 1.5], [0.1, 0.4, -0.1], [0.4, -0.2, 0.4], [0.0, 0.0, -0.1], [-0.2, 0.3, 0.4], [0.0, -0.1, -0.1], [-0.2, -0.5, 0.6]],
  "mulliken_charge": [0.58, 0.35, 0.20, -1.23, -0.74, 0.76, 0.44, 0.05, -0.75, 0.19, 0.30, 0.39, -0.38, -0.73, 0.44, -0.78, 0.48, -0.82, -1.53, -0.52, 0.45, 0.46, 0.00, -0.77, 0.43, 0.28, 0.44, -0.76, -0.28, 0.45, 0.43, 0.00, -1.13, 0.40, 0.47, 0.58, 0.46, 0.46, 0.34, 0.29, 0.82, -0.14, 0.32, 0.70, 0.47, 0.58, 0.01, 0.46, 0.49, -0.17, -0.92, 0.41, 0.33, -1.59, 0.47, 0.36, 0.49, 0.43, 0.34, 0.44, 0.34, -0.70, 0.57, 0.34, -1.27, 0.22, -0.19, 0.03, 0.63, 0.48, 0.38, 0.44, -0.97, -0.60, 0.52, 0.21, 0.63, 0.45, 1.45, -0.66, -0.07, 0.29, 0.43, 0.02, -0.85, 0.37, -0.81, 0.36, -0.93, -0.74, -0.30, -0.76, -1.13, 0.74, -0.68, 0.47, -0.71, 0.20, -0.83, 0.40, -0.42, -0.82, -1.12, 2.15, 0.44, -1.38, 1.24, 0.29, -0.40, -0.79],
  "total_charge": 1,
  "total_energy_ha": -3338.6271,
  "multiplicity": 1
}



{
  "formula": "C5H11NO",
  "method": "ωB97M-V/def2-TZVPD",
  "species": ["C", "N", "H", "C", "C", "H", "H", "H", "H", "O", "H", "C", "H", "H", "H", "C", "H", "H"],
  "coordinates": [[-1.722, -0.018, -0.854], [0.504, -1.368, 0.828], [-0.918, 1.927, -0.449], [2.584, -0.551, -0.274], [-1.218, 0.957, 1.435], [2.676, -0.292, -1.333], [3.181, 0.167, 0.297], [2.991, -1.553, -0.115], [-1.267, -0.049, 1.854], [0.573, 0.650, -0.263], [-0.497, 1.545, 2.013], [-0.831, 0.915, -0.038], [-2.691, 0.462, -1.028], [-2.200, 1.434, 1.528], [1.125, -2.140, 1.055], [1.137, -0.495, 0.156], [-1.266, -0.223, -1.828], [-1.885, -0.965, -0.335]],
  "forces_ev_per_a": [[0.0, -0.1, 0.0], [0.2, 0.1, -0.2], [0.0, -0.1, 0.0], [0.0, -0.1, 0.0], [0.0, 0.0, 0.0], [-0.1, 0.0, 0.1], [-0.1, -0.1, -0.1], [-0.1, 0.2, 0.0], [0.0, 0.2, 0.0], [0.1, -0.1, 0.0], [-0.1, 0.0, -0.1], [-0.3, 0.1, 0.0], [0.1, -0.1, 0.1], [0.1, -0.1, 0.0], [-0.1, 0.0, -0.1], [0.0, -0.2, 0.1], [-0.1, 0.1, 0.1], [0.1, 0.1, -0.1]],
  "nbo_charge": [-0.64, -0.74, 0.19, -0.69, -0.64, 0.23, 0.23, 0.22, 0.24, -0.51, 0.21, 0.10, 0.21, 0.21, 0.35, 0.59, 0.22, 0.23],
  "total_energy_ha": -327.1045,
  "multiplicity": 1,
  "smiles": "[H]/N=C(\\C)OC(C)C"
}



{
  "formula": "C5H15N3",
  "method": "ωB97M-V/def2-TZVPD",
  "species": ["H", "H", "H", "H", "C", "H", "C", "H", "H", "H", "H", "C", "C", "H", "N", "N", "H", "H", "H", "N", "H", "C", "H"],
  "coordinates": [[2.213, 0.261, 2.946], [-2.828, -1.388, 0.446], [-1.282, -2.213, -2.444], [1.087, 2.262, 2.179], [-1.468, -0.843, -0.880], [-1.138, 0.034, -0.317], [1.061, 1.411, 1.526], [2.431, -0.375, 1.360], [3.215, 1.126, 1.778], [0.016, 2.333, -0.160], [0.488, -0.440, -2.971], [-0.724, -1.519, -1.810], [2.287, 0.569, 1.905], [-0.016, -0.255, 1.421], [-0.200, 0.700, 1.793], [-2.815, -1.197, -0.559], [1.026, 0.941, -0.554], [0.989, -2.009, -2.724], [-3.442, -0.396, -0.733], [0.569, -1.181, -2.289], [1.789, 2.546, -0.207], [0.980, 1.852, 0.015], [-0.247, 0.502, 2.830]],
  "forces_ev_per_a": [[0.0, 0.2, 0.2], [-0.3, 0.2, -0.4], [0.0, -0.5, 0.6], [-0.1, 0.8, 0.2], [1.4, -0.2, -1.1], [0.6, -0.3, -0.4], [-0.2, -0.3, -1.1], [-0.4, 0.3, -0.3], [0.1, 0.2, 0.1], [0.1, 0.0, 0.0], [0.3, 0.0, -0.1], [-2.2, 1.3, 0.6], [0.2, -0.2, -0.3], [-0.5, 0.7, 0.1], [0.4, -1.6, 1.5], [-0.4, -0.2, -0.1], [0.2, -0.2, -0.6], [-0.2, 0.7, 0.1], [0.5, -0.6, 0.3], [0.2, -0.4, 0.4], [0.1, -0.1, -0.3], [0.2, 0.0, 1.9], [0.0, 0.4, -1.3]],
  "nbo_charge": [0.20, 0.36, 0.17, 0.18, -0.07, 0.19, -0.04, 0.21, 0.21, 0.22, 0.37, -0.05, -0.63, 0.35, -0.83, -0.86, 0.22, 0.37, 0.36, -0.85, 0.21, -0.62, 0.35],
  "total_energy_ha": -363.7198,
  "multiplicity": 1,
  "smiles": "N/C=C/N.CC(C)N"
}



The evaluated HOMO level for the records listed, in turn: -2.62, -10.90, -9.86, -8.76 eV.
The evaluated HOMO-LUMO gap for the records listed, in turn: 6.72, 7.61, 10.87, 9.80 eV.